[1]
DFT (the ωB97M-V functional and the def2-TZVPD basis) results for a single C19H20N4O3S molecule at a distorted geometry.

Its total energy is -42962.2539 eV. The SMILES is Cc1cnc(Nc2ccccc2)nc1-c1cc2c(o1)CCN(S(C)(=O)=O)C2. Its frontier orbital gap is 0.2983 Eh. As for the relative energy (zero: lowest compared OMol25 entry of this formula, charge and spin): 615.2 kJ/mol. The highest occupied orbital energy is -7.95 eV.

Each line ends with the Mulliken charge.
Geometry (Å):
1 S -2.830 4.848 0.801  1.0211
2 O -4.048 3.917 0.944  -0.6901
3 O -2.694 5.656 2.012  -0.6553
4 O 1.788 1.253 0.328  -0.4256
5 N -1.534 3.788 0.520  0.0699
6 N 3.429 -3.695 0.518  -0.5338
7 N 1.909 -4.685 1.579  -0.1671
8 N 1.494 -2.313 0.963  -0.4956
9 C -1.342 -6.499 1.923  -0.7848
10 C 4.175 -0.338 -0.829  -1.2247
11 C 3.433 -1.413 -0.125  0.9195
12 C 2.056 -1.283 0.388  0.1967
13 C -0.447 1.611 0.526  1.2837
14 C 0.771 2.219 0.316  -0.3161
15 C 4.022 -2.675 -0.009  -0.7279
16 C 1.152 0.012 0.440  0.9282
17 C -1.079 -4.794 3.593  -0.6973
18 C 2.267 -3.407 1.028  0.2393
19 C -0.032 -6.189 1.521  -0.2664
20 C -0.187 0.196 0.681  -1.9207
21 C -1.802 -5.820 3.064  -0.2747
22 C -0.192 4.349 0.898  -0.7131
23 C 0.721 -5.168 2.070  0.2550
24 C 0.980 3.741 0.242  -0.4037
25 C -3.014 5.906 -0.631  -0.8506
26 C 0.193 -4.471 3.120  0.1287
27 C -1.757 2.343 0.731  -0.6729
28 H 5.000 -2.791 -0.525  0.2426
29 H -3.190 5.187 -1.470  0.3115
30 H -2.753 -6.108 3.469  0.3819
31 H -2.397 1.828 -0.052  0.3327
32 H -0.943 -0.474 0.876  0.6553
33 H -3.911 6.565 -0.444  0.3548
34 H 0.392 -6.857 0.743  0.2575
35 H 0.885 4.080 -0.845  0.2670
36 H 4.137 0.608 -0.268  0.2598
37 H 2.442 -5.401 1.129  0.3193
38 H -0.052 5.461 0.713  0.3827
39 H 3.775 -0.198 -1.823  0.2885
40 H -1.914 -7.301 1.587  0.3962
41 H -2.206 2.157 1.631  0.4706
42 H 5.180 -0.741 -1.067  0.3710
43 H 0.790 -3.635 3.545  0.3249
44 H -1.397 -4.257 4.532  0.2650
45 H -0.099 4.045 1.990  0.3130
46 H -2.017 6.441 -0.756  0.2964
47 H 1.901 4.092 0.788  0.2876

[2]
DFT (the ωB97M-V functional and the def2-TZVPD basis) results for a molecular structure, C31H37AgBN2Sb.

Its total energy is -46938.2098 eV. Its frontier orbital gap is 0.2659 Eh. The highest occupied orbital energy is -7.48 eV.

Each line ends with the Mulliken charge.
Geometry (Å):
1 Sb -0.075 -1.195 -0.247  1.8725
2 Ag 0.710 1.512 -0.085  -0.5254
3 N 2.381 1.716 1.264  -0.6847
4 N -1.145 5.013 0.829  0.0457
5 C 2.554 -4.134 -3.175  -0.6980
6 C -4.275 -1.569 -1.183  -0.6327
7 C -1.459 -4.341 0.582  -1.2981
8 C 1.869 -3.381 3.054  -0.8346
9 C -2.401 -3.341 -0.044  0.9549
10 C 0.441 -3.486 -2.245  -0.4918
11 C -0.154 -1.458 2.812  0.3340
12 C 1.494 -2.908 1.802  -0.1653
13 C -0.982 4.957 -2.425  -0.6611
14 C -1.367 2.993 -3.732  -0.7992
15 C -1.222 -0.395 2.723  -1.4013
16 C -1.441 4.377 -3.595  -0.4979
17 C 0.487 -1.956 1.669  0.8986
18 C -0.832 6.049 1.848  -0.8669
19 C 2.452 -2.299 -1.592  0.3825
20 C 1.066 -2.502 -1.482  0.6300
21 C -0.849 2.211 -2.704  0.1070
22 C 3.524 1.606 1.106  0.3172
23 C 1.181 -4.303 -3.093  -0.7978
24 C -2.012 -2.051 -0.436  0.2716
25 C 3.177 -3.141 -2.431  -0.6900
26 C -0.384 2.757 -1.498  -1.4700
27 C 0.012 4.810 -0.152  -1.2325
28 C -1.551 3.716 1.459  -0.8413
29 C -3.732 -3.708 -0.235  -0.6693
30 C 0.221 -1.952 4.058  -0.7565
31 C -2.953 -1.184 -1.000  -0.9808
32 C 1.223 -2.904 4.184  -0.7156
33 C 3.155 -1.178 -0.868  -1.1395
34 C -0.458 4.150 -1.407  1.9712
35 C -4.662 -2.842 -0.793  -0.6501
36 B 5.093 1.440 0.889  0.1899
37 H -4.988 -0.885 -1.626  0.4343
38 H 5.450 0.450 1.501  -0.1638
39 H -0.818 0.526 2.290  0.0526
40 H 4.250 -3.004 -2.507  0.4156
41 H -0.279 -1.578 4.944  0.3548
42 H 0.684 -5.064 -3.682  0.4398
43 H 5.262 1.309 -0.312  -0.1683
44 H -0.778 3.446 2.176  0.3808
45 H 4.237 -1.242 -0.970  0.4326
46 H -0.452 -4.286 0.163  0.1074
47 H -1.689 6.174 2.505  0.3542
48 H -1.362 -4.176 1.658  0.2915
49 H 5.632 2.452 1.298  -0.1418
50 H 0.426 5.806 -0.315  0.5546
51 H -1.829 4.992 -4.397  0.3794
52 H -2.062 -0.711 2.099  0.2639
53 H -0.600 6.980 1.338  0.3676
54 H -1.927 5.330 0.257  0.3907
55 H -2.508 3.858 1.956  0.4153
56 H -1.612 -0.157 3.713  0.4856
57 H -1.834 -5.353 0.428  0.4852
58 H -2.648 -0.187 -1.304  0.3291
59 H -0.990 6.040 -2.324  0.3512
60 H -1.711 2.525 -4.647  0.4248
61 H 2.660 -4.114 3.142  0.4291
62 H -4.041 -4.705 0.059  0.4154
63 H 0.031 5.710 2.415  0.3588
64 H 3.143 -4.771 -3.823  0.3714
65 H -0.822 1.135 -2.848  0.4101
66 H -1.606 2.965 0.676  0.1337
67 H 2.860 -0.207 -1.274  0.1240
68 H -5.686 -3.166 -0.929  0.3776
69 H -0.632 -3.628 -2.177  0.3963
70 H 1.501 -3.268 5.165  0.3943
71 H 1.988 -3.301 0.920  0.3546
72 H 2.933 -1.157 0.202  0.1494
73 H 0.730 4.185 0.379  0.3739

[3]
DFT (the ωB97M-V functional and the def2-TZVPD basis) results for a gas-phase ion, C6H12NO (charge +1) at a distorted geometry.

Its total energy is -9946.4048 eV. The SMILES is [NH3+]CC/C=C/C=C/O. Its frontier orbital gap is 0.3025 Eh. Its net charge is +1. As for the relative energy (zero: lowest compared OMol25 entry of this formula, charge and spin): 67.5 kJ/mol. The highest occupied orbital energy is -11.64 eV.

Each line ends with the Mulliken charge.
Geometry (Å):
1 O -3.139 2.228 0.184  -0.4516
2 N 2.553 0.307 -0.214  -0.2371
3 C 1.359 -1.906 0.036  -0.4970
4 C -0.665 -0.433 -0.181  0.3293
5 C 0.278 -1.000 0.583  -1.0730
6 C 2.724 -1.218 -0.123  -0.6076
7 C -1.662 0.478 0.347  -0.4236
8 C -2.395 1.282 -0.439  -0.1514
9 H 3.178 -1.515 -1.028  0.3246
10 H 1.619 0.592 0.115  0.3178
11 H 3.302 0.743 0.317  0.3601
12 H 0.331 -0.795 1.649  0.4226
13 H -2.612 1.082 -1.483  0.3053
14 H 3.499 -1.359 0.618  0.3487
15 H -3.674 2.720 -0.443  0.3563
16 H -1.702 0.681 1.411  0.3065
17 H 1.420 -2.776 0.690  0.3751
18 H 1.049 -2.261 -0.944  0.3236
19 H -0.751 -0.717 -1.227  0.3048
20 H 2.635 0.555 -1.199  0.3666

[4]
DFT (the ωB97M-V functional and the def2-TZVPD basis) results for a molecular structure, C25H41N3NbO4 at a distorted geometry.

Its total energy is -40787.1949 eV. Its frontier orbital gap is 0.2484 Eh. Its net charge is -1. As for the relative energy (zero: lowest compared OMol25 entry of this formula, charge and spin): 552.2 kJ/mol. The highest occupied orbital energy is -4.51 eV.

Each line ends with the Mulliken charge.
Geometry (Å):
1 Nb 3.965 0.857 2.167  -0.6597
2 O 3.309 1.911 -0.782  -0.2951
3 O 1.955 -1.529 2.873  -0.4515
4 O 0.202 -3.655 0.343  -0.1660
5 O 0.067 -6.301 2.035  -0.3919
6 N -2.854 1.384 0.463  -0.6115
7 N -5.943 1.235 -2.260  -0.4878
8 N 4.553 6.018 -3.575  -0.5432
9 C -5.105 -1.028 -2.326  -0.3282
10 C 0.749 1.409 -1.097  -0.4914
11 C 1.142 -1.577 1.648  0.6915
12 C 2.526 7.468 -2.305  -0.3837
13 C -3.677 1.557 1.521  -0.4047
14 C -6.007 -1.346 -3.337  -0.4581
15 C 3.952 5.565 -2.453  -0.2749
16 C 0.218 -5.281 3.122  -0.0297
17 C -4.157 0.518 2.302  -0.4468
18 C 1.041 -6.068 0.958  -0.4693
19 C -1.217 -4.459 3.181  -0.6731
20 C 3.127 7.962 -3.459  -0.2857
21 C -5.112 0.263 -1.823  -0.1640
22 C -6.876 -0.367 -3.806  -0.3378
23 C 0.528 -4.991 -0.193  -0.3287
24 C -2.499 0.113 0.175  -0.4697
25 C 3.384 -1.322 2.592  -0.6829
26 C 2.943 6.246 -1.790  -0.3143
27 C 1.415 -2.903 0.699  -0.1426
28 C 4.125 7.207 -4.052  -0.2014
29 C -2.930 -0.990 0.894  -0.3330
30 C 3.612 0.647 -0.094  -0.2566
31 C 1.952 2.399 -0.501  0.0953
32 C -6.806 0.897 -3.243  -0.2765
33 C -3.774 -0.779 1.979  -0.1591
34 H 4.398 1.116 3.938  0.0192
35 H 4.622 7.548 -4.956  0.3455
36 H 2.005 -2.519 -0.257  0.1247
37 H 1.203 -7.110 0.416  0.2929
38 H 4.314 4.608 -2.088  0.5411
39 H -7.591 -0.583 -4.592  0.3501
40 H 2.825 8.912 -3.885  0.3401
41 H -1.090 -3.480 3.821  0.2475
42 H -4.430 0.559 -1.032  0.5808
43 H 1.833 3.413 -1.120  -0.0396
44 H 1.152 0.388 -1.508  0.2491
45 H 4.556 2.553 1.825  0.0206
46 H 1.148 -4.578 2.923  0.0247
47 H 0.175 1.929 -1.993  0.3252
48 H 2.494 5.833 -0.894  0.4340
49 H 1.164 -0.553 1.035  -0.2732
50 H -0.009 1.269 -0.194  -0.0855
51 H -7.461 1.696 -3.578  0.3696
52 H 2.243 1.451 2.452  0.0256
53 H 1.739 8.032 -1.813  0.3537
54 H 3.835 -2.010 1.761  0.1991
55 H -0.474 -5.462 -0.634  0.2386
56 H 0.009 -1.679 2.010  -0.1419
57 H -2.614 -1.989 0.616  0.4410
58 H -4.414 -1.768 -1.939  0.4043
59 H -4.813 0.716 3.142  0.3913
60 H 1.750 2.692 0.618  0.1610
61 H -6.032 -2.348 -3.755  0.3606
62 H 3.961 -1.610 3.598  0.4677
63 H 4.657 0.277 -0.538  0.2326
64 H 2.210 -3.559 1.301  0.1154
65 H -1.644 -4.195 2.109  0.0281
66 H 1.290 -4.924 -1.108  0.3127
67 H -1.998 -5.194 3.669  0.3533
68 H 0.416 -5.784 4.179  0.2888
69 H -3.949 2.587 1.730  0.3774
70 H 2.859 -0.225 -0.295  -0.1997
71 H 5.709 0.305 1.934  0.0013
72 H -1.836 0.000 -0.678  0.7988
73 H -4.131 -1.619 2.568  0.4031
74 H 2.115 -5.754 1.358  0.2526